(1)
The following is a quantum chemistry calculation of C4H7AuO4 as an isolated structure, from OMol25.

**HOMO level (alpha / beta)**: -12.260 / -15.880 eV
**Spin multiplicity**: 4
**Energy**: -592.7511 Eh
**Gap between HOMO and LUMO (alpha / beta)**: 9.2 / 7.2 eV
**Relative energy (zero: lowest compared OMol25 entry of this formula, charge and spin)**: 3.69 kcal per mole
**Total charge**: +1

Atoms and positions in Å:
O (0.04496, -1.77340, 0.00778)
C (-0.14247, -1.01748, 1.16385)
C (-0.12275, 0.46673, 0.82561)
O (1.01596, 0.69397, -0.00810)
C (1.24029, 2.05668, -0.32521)
Au (1.30750, -0.90164, -1.10370)
H (0.64546, -1.22682, 1.91321)
H (-1.10981, -1.24009, 1.65100)
H (-0.04487, 1.08810, 1.73147)
H (-1.02747, 0.75786, 0.26474)
H (1.43527, 2.62905, 0.59292)
H (2.11588, 2.10498, -0.98223)
H (0.36612, 2.47923, -0.84330)
O (-1.15585, -1.69717, -2.43700)
C (-1.79446, -2.08090, -1.51845)
O (-2.77377, -2.33910, -0.93258)

Cartesian forces (eV/Å) of the 2 atoms listed first:
-1.41 -1.22 2.41
-1.14 0.78 1.22

***

(2)
The following is a quantum chemistry calculation of C5H10O2 as an isolated structure, from OMol25.

**HOMO level (alpha / beta)**: -7.376 / -7.452 eV
**Spin multiplicity**: 1
**Energy**: -346.8478 Eh
**Gap between HOMO and LUMO (alpha / beta)**: 7.8 / 7.9 eV
**Relative energy (zero: lowest compared OMol25 entry of this formula, charge and spin)**: 111.45 kcal per mole

Atoms and positions in Å:
C (-0.61198, 0.45123, -1.09106)
C (0.14570, -1.79776, -0.23087)
C (0.88437, 1.88157, 0.95889)
C (-0.10265, -0.32005, -0.01503)
C (0.96248, 0.48512, 0.43373)
O (-1.59255, -0.22858, 1.00940)
O (-1.02272, -0.04898, -2.24990)
H (-0.94840, -1.01475, -2.25147)
H (-2.00147, -1.08068, 1.22232)
H (-0.81583, 1.50781, -1.02241)
H (1.87435, -0.04629, 0.69155)
H (0.94707, -1.97773, -0.95229)
H (0.43244, -2.24948, 0.71665)
H (-0.75650, -2.30313, -0.58447)
H (1.72842, 2.49074, 0.62198)
H (-0.04193, 2.38709, 0.68898)
H (0.91918, 1.86387, 2.05400)

Cartesian forces (eV/Å) of the 2 atoms listed first:
0.02 -0.26 -0.20
-0.03 0.16 -0.08

***

(3)
The following is a quantum chemistry calculation of a 2-piece molecular cluster, C13H30NO5S2 overall, from OMol25.

**HOMO level**: -11.515 eV
**Spin multiplicity**: 1
**Energy**: -1740.2253 Eh
**Gap between HOMO and LUMO**: 9.1 eV
**Total charge**: +1

Atoms and positions in Å:
C (3.97054, -1.75317, -3.37971)
C (2.97639, -1.95867, -2.08400)
S (1.69253, -3.28641, -2.39265)
C (0.83243, -3.08298, -4.04349)
C (-0.54226, -2.19810, -3.84735)
C (-1.70221, -2.79478, -2.85116)
O (-2.26849, -1.69941, -2.00259)
S (-1.94259, -0.34020, -3.03760)
O (-2.96799, -0.60809, -4.18166)
O (-1.94438, 1.06892, -2.39010)
O (-0.29792, -0.81800, -3.33738)
H (5.11013, -1.94164, -3.09719)
H (3.80164, -0.69188, -3.86803)
H (3.69956, -2.60675, -4.15550)
H (2.55366, -0.93316, -1.70230)
H (3.67365, -2.36463, -1.20381)
H (1.46992, -2.52289, -4.86837)
H (0.49101, -4.17062, -4.39650)
H (-0.82923, -1.96633, -4.97773)
H (-1.18942, -3.59475, -2.16671)
H (-2.54715, -3.28486, -3.50576)
C (-2.42247, 2.13597, 0.96148)
C (-1.85182, 1.14969, 1.97209)
N (-0.47423, 0.56543, 1.57793)
C (-0.61979, -0.14570, 0.21267)
C (-0.07504, -0.56104, 2.56538)
C (0.17950, -0.13459, 3.99976)
C (0.63724, 1.64307, 1.39290)
C (0.85426, 2.64143, 2.54504)
O (-0.30181, 3.43736, 2.77524)
C (-0.33585, 3.99040, 4.08841)
H (-2.68977, 1.64714, 0.02159)
H (-3.34317, 2.57317, 1.36288)
H (-1.74268, 2.96194, 0.73687)
H (-2.53659, 0.29662, 2.06504)
H (-1.76766, 1.60151, 2.95987)
H (-1.43735, -0.86854, 0.28354)
H (0.32340, -0.65253, -0.01462)
H (-0.82724, 0.60079, -0.56018)
H (0.81986, -1.04592, 2.16192)
H (-0.89543, -1.28830, 2.54686)
H (1.20249, 0.22872, 4.12380)
H (0.09836, -1.01146, 4.65671)
H (-0.52149, 0.61306, 4.37214)
H (0.37245, 2.19905, 0.48544)
H (1.56676, 1.09407, 1.19553)
H (1.66405, 3.32210, 2.25637)
H (1.17764, 2.14378, 3.45632)
H (0.66372, 4.10752, 4.51948)
H (-0.93702, 3.33586, 4.72719)
H (-0.82016, 4.96780, 4.04193)

Cartesian forces (eV/Å) of the 2 atoms listed first:
-0.14 -0.54 -0.31
1.87 0.87 0.11

***

(4)
The following is a quantum chemistry calculation of one molecule with the formula C5H7NO2, from OMol25.

**SMILES string**: CC1=C[C@@]2(CO2)NO1
**HOMO level**: -8.652 eV
**Spin multiplicity**: 1
**Energy**: -399.7669 Eh
**Gap between HOMO and LUMO**: 9.7 eV
**Relative energy (zero: lowest compared OMol25 entry of this formula, charge and spin)**: 124.68 kcal per mole

Atoms and positions in Å:
C (-1.46083, 1.13631, -1.38130)
C (-0.70456, 0.48200, -0.25548)
C (0.01212, -0.57973, -0.43986)
C (0.77941, -0.88663, 1.19578)
C (2.11905, -1.39274, 1.38060)
O (0.90447, -2.11262, 1.71216)
N (0.23838, 0.21784, 1.91788)
O (-0.72575, 0.99907, 0.97845)
H (-1.83562, 2.17223, -1.05860)
H (-2.25599, 0.52828, -1.74473)
H (-0.72757, 1.20351, -2.28303)
H (0.11204, -1.21650, -1.38471)
H (2.82498, -1.95325, 0.67976)
H (2.68600, -1.11652, 2.23599)
H (-0.24716, -0.04921, 2.68143)

Cartesian forces (eV/Å) of the 2 atoms listed first:
1.37 2.23 -0.36
-0.31 -0.17 -0.63

***

(5)
The following is a quantum chemistry calculation of one molecule with the formula C6H10, from OMol25.

**SMILES string**: C1C[C@@H]2C[C@@H]2C1
**HOMO level**: -9.841 eV
**Spin multiplicity**: 1
**Energy**: -234.5835 Eh
**Gap between HOMO and LUMO**: 11.1 eV
**Relative energy (zero: lowest compared OMol25 entry of this formula, charge and spin)**: 11.92 kcal per mole

Atoms and positions in Å:
C (1.41000, -0.41778, 0.13015)
C (0.86586, 1.01816, -0.05018)
C (-0.50638, 0.84870, -0.71574)
C (-1.65163, 0.62319, 0.24344)
C (-0.96354, -0.54894, -0.39505)
C (0.15464, -1.29634, 0.32164)
H (2.11364, -0.49545, 0.96481)
H (1.94770, -0.74227, -0.76804)
H (1.53293, 1.67066, -0.62407)
H (0.74923, 1.48487, 0.93594)
H (-0.65986, 1.27634, -1.70450)
H (-1.46214, 0.88516, 1.28297)
H (-2.69068, 0.77420, -0.04253)
H (-1.55243, -1.08892, -1.13054)
H (-0.07519, -1.44576, 1.38249)
H (0.27528, -2.29125, -0.11666)

Cartesian forces (eV/Å) of the 2 atoms listed first:
0.00 0.05 0.01
-0.03 0.01 0.07

***

(6)
The following is a quantum chemistry calculation of one molecule with the formula C26H26N4O2, from OMol25.

**SMILES string**: [H]/N=c1\c2c(ncn1CCN(C)C)Oc1c(ccc3ccccc13)[C@H]2c1ccc(OC)cc1
**HOMO level**: -7.907 eV
**Spin multiplicity**: 1
**Energy**: -1375.8828 Eh
**Gap between HOMO and LUMO**: 8.5 eV
**Relative energy (zero: lowest compared OMol25 entry of this formula, charge and spin)**: 40.89 kcal per mole

Atoms and positions in Å:
H (1.19570, -1.95090, 1.62911)
N (1.96931, -1.62707, 1.06241)
C (1.68636, -0.63427, 0.30983)
C (0.44370, 0.10263, 0.20530)
C (0.37005, 1.15269, -0.65597)
N (1.40954, 1.54744, -1.44577)
C (2.50444, 0.88064, -1.34005)
N (2.70149, -0.17540, -0.53880)
C (4.00199, -0.79657, -0.43975)
C (4.85328, -0.05190, 0.59716)
N (5.05833, 1.32617, 0.18622)
C (5.08227, 2.25718, 1.29302)
C (6.22028, 1.48142, -0.66192)
O (-0.72486, 1.92474, -0.82707)
C (-1.80996, 1.69487, -0.02461)
C (-1.86605, 0.67392, 0.89350)
C (-3.01888, 0.52475, 1.68494)
C (-4.08157, 1.37084, 1.55874)
C (-4.05053, 2.42451, 0.62124)
C (-5.12794, 3.31905, 0.45789)
C (-5.06473, 4.33250, -0.45747)
C (-3.92072, 4.49891, -1.25207)
C (-2.85744, 3.64923, -1.12039)
C (-2.89755, 2.59621, -0.18524)
C (-0.73755, -0.32018, 1.04154)
C (-1.23080, -1.68849, 0.61318)
C (-1.43614, -2.70720, 1.53586)
C (-1.90353, -3.93948, 1.13311)
C (-2.18060, -4.18498, -0.21177)
O (-2.63792, -5.43474, -0.50522)
C (-2.93302, -5.74451, -1.84464)
C (-1.98037, -3.16900, -1.13939)
C (-1.51163, -1.93622, -0.72132)
H (3.33905, 1.18905, -1.95272)
H (4.47841, -0.77647, -1.42106)
H (3.84285, -1.82437, -0.10958)
H (5.80187, -0.59122, 0.74109)
H (4.30654, -0.07107, 1.54123)
H (5.93086, 2.09289, 1.97499)
H (4.15557, 2.16843, 1.85750)
H (5.14770, 3.27006, 0.89820)
H (7.16377, 1.29222, -0.12522)
H (6.24219, 2.49764, -1.05320)
H (6.15898, 0.79054, -1.50089)
H (-3.04641, -0.28703, 2.39709)
H (-4.96057, 1.24375, 2.17318)
H (-6.00661, 3.18664, 1.07297)
H (-5.89573, 5.01283, -0.57473)
H (-3.88620, 5.30539, -1.96966)
H (-1.97149, 3.76685, -1.72466)
H (-0.44043, -0.37158, 2.09964)
H (-1.22661, -2.53727, 2.58326)
H (-2.06230, -4.73512, 1.84368)
H (-3.27384, -6.77873, -1.83972)
H (-3.72835, -5.10425, -2.24035)
H (-2.04697, -5.65947, -2.48230)
H (-2.18502, -3.32194, -2.18731)
H (-1.36223, -1.15460, -1.45303)

Cartesian forces (eV/Å) of the 2 atoms listed first:
-0.14 0.17 -0.12
0.14 -0.20 0.28

***

F_max in eV Å⁻¹, matching the order above: 6.23 1.82 6.40 6.25 0.39 0.88